(1)
Below is a 2-piece molecular cluster, C6H13O2 overall at a distorted geometry, with properties calculated with ωB97M-V with the def2-TZVPD basis set.

Its HOMO energy (alpha / beta) is -7.2 / -11.1 eV. Its spin multiplicity is 4. Its expectation value of S² is 3.763. For the LUMO energy (alpha / beta), the calculation gives 1.2 / -0.8 eV.

```
21
Properties=species:S:1:pos:R:3:forces:R:3:lowdin_spin:R:1
O -1.073638 -0.422273 1.234148 -1.0 2.7 -0.8 1.0073
O -1.455631 0.699408 0.875204 0.9 -2.7 0.9 0.9968
C 1.693979 -1.889232 -4.105904 -0.1 0.1 -0.2 0.0094
C 0.415895 -2.229833 -3.348774 0.2 -0.3 0.3 0.0348
C 0.665736 -2.556123 -1.855550 -0.2 -0.4 -0.3 0.0763
C -0.654790 -2.964860 -1.177510 0.3 -0.4 -0.1 0.0367
C 1.289430 -1.443511 -1.144422 -0.7 1.0 -0.1 0.6131
C 2.616411 -1.511218 -0.566146 1.1 0.3 0.4 0.1185
H 1.465278 -1.705279 -5.159641 0.1 0.0 0.1 0.0003
H 2.165595 -0.986787 -3.703653 0.0 -0.1 0.0 0.0052
H 2.418760 -2.710563 -4.062486 -0.1 0.1 0.0 0.0005
H -0.291289 -1.393862 -3.406656 0.0 -0.1 0.0 0.0004
H -0.062052 -3.103238 -3.806734 0.0 0.1 0.0 0.0032
H 1.393555 -3.381852 -1.782591 -0.4 -0.1 -0.2 -0.0005
H -0.468411 -3.231465 -0.132542 -0.1 0.1 -0.1 0.0016
H -1.389697 -2.153455 -1.210531 0.1 -0.1 0.0 0.0005
H -1.069677 -3.844157 -1.682233 -0.1 0.1 0.1 0.0050
H 0.732969 -0.513940 -1.075263 0.0 0.0 0.0 0.0310
H 2.880433 -0.540478 -0.124024 0.1 -0.3 0.0 -0.0016
H 2.698699 -2.285515 0.218759 0.0 0.1 -0.2 0.0307
H 3.388703 -1.750730 -1.325305 -0.2 0.0 0.3 0.0307
```
Forces are in eV/Å.

(2)
Below is a 2-piece molecular cluster, C6H13O2S overall at a distorted geometry, with properties calculated with ωB97M-V with the def2-TZVPD basis set.

Its HOMO energy is -4.1 eV. For the LUMO energy, the calculation gives 3.2 eV. Its net charge is -1.

```
22
Properties=species:S:1:pos:R:3:forces:R:3:nbo_charge:R:1
C -0.633324 -1.029853 2.185230 -0.7 -0.3 -2.9 -0.5225
C 0.203741 -2.084733 2.882565 1.2 -0.9 -1.8 -0.6240
C -0.779202 -1.640981 0.639399 -0.1 -0.6 0.1 0.7765
O 0.244542 -1.429341 -0.035596 1.2 1.0 -0.1 -0.8225
O -1.695000 -2.393086 0.225754 -0.5 0.8 1.6 -0.7814
H -1.639375 -0.959133 2.684381 1.0 0.4 -0.5 0.1871
H -0.020296 -0.056925 2.046854 -1.4 -1.4 0.6 0.2040
H 1.286477 -1.965014 2.560189 -1.1 0.1 1.2 0.2132
H 0.010269 -3.152131 2.585217 -0.4 1.0 0.0 0.2081
H -0.097104 -2.002382 3.885630 0.8 -0.1 1.9 0.1864
C 0.302080 0.746982 -2.276216 2.6 1.1 1.3 -0.4853
C -1.047580 0.712418 -2.867231 -2.1 -3.8 2.6 -0.6695
C 1.329830 2.566801 -0.160583 2.2 -0.3 -0.3 -0.7526
S 0.694773 2.615629 -1.813698 -0.6 -2.3 -0.8 0.0731
H 0.413190 0.007438 -1.426475 -0.1 1.3 -0.4 0.3095
H 1.168228 0.525003 -2.927277 -0.7 0.1 -0.2 0.1918
H -1.679091 0.041607 -2.073485 1.1 1.7 -1.6 0.2324
H -1.071211 0.006256 -3.686855 -0.3 0.6 -0.9 0.2137
H 0.582749 2.673783 0.572466 -0.9 0.1 0.9 0.2061
H 2.026126 1.728817 0.129342 -0.9 0.6 -0.7 0.2299
H 1.966306 3.449258 -0.246532 0.0 0.2 0.9 0.2074
H -1.566123 1.639589 -2.883082 -0.3 0.7 -0.9 0.2185
```
Forces are in eV/Å.

(3)
Below is a 2-piece molecular cluster, C6H13O3 overall at a distorted geometry, with properties calculated with ωB97M-V with the def2-TZVPD basis set.

Its HOMO energy is -4.4 eV. For the LUMO energy, the calculation gives 3.8 eV. Its net charge is -1.

```
22
Properties=species:S:1:pos:R:3:forces:R:3:nbo_charge:R:1
O 0.538059 2.312643 -1.798161 0.0 0.0 0.2 -0.7653
C 0.040062 1.308654 -1.254298 0.0 0.4 -0.6 0.7806
O 0.257354 0.106788 -1.552019 -0.2 0.1 -0.1 -0.8352
C -0.980605 1.621770 -0.138726 -0.4 -0.2 0.5 -0.5275
C -1.562444 0.467986 0.672526 0.3 -1.2 0.9 -0.3803
C -0.649351 -0.724199 1.077192 -0.5 -0.3 -0.7 -0.4326
C -0.000724 -0.689025 2.457368 0.0 0.1 0.2 -0.3957
C 1.477021 -1.120750 2.464042 -0.9 -0.4 0.3 -0.6033
H -0.541047 2.357888 0.540669 0.2 -0.1 -0.1 0.2000
H -1.828803 2.151487 -0.586624 0.2 0.0 -0.2 0.2063
H -1.971314 0.812094 1.633240 -0.2 0.4 -0.2 0.1713
H -2.369940 -0.092328 0.200855 -0.3 0.8 -0.6 0.1899
H -1.326310 -1.583042 0.985805 0.1 -0.2 0.5 0.1807
H 0.020560 -0.937375 0.247939 0.5 0.3 0.2 0.2700
H -0.130689 0.292276 2.930952 0.2 0.1 -0.3 0.1821
H -0.574598 -1.358675 3.110826 0.2 0.0 0.1 0.1799
H 1.975998 -0.789566 3.376317 0.2 0.1 -0.1 0.1868
H 1.470748 -2.215001 2.480690 0.4 0.0 -0.2 0.1928
H 1.983953 -0.777943 1.565457 0.1 0.1 0.1 0.2197
H 0.356032 -1.491244 -2.271050 0.6 -0.2 0.6 0.5246
H 1.593049 -2.473530 -2.290051 0.0 0.4 0.0 0.4523
O 0.655406 -2.417764 -2.101428 -0.5 -0.4 -0.4 -0.9970
```
Forces are in eV/Å.

(4)
Below is C6H13O7Tl as an isolated structure at a distorted geometry, with properties calculated with ωB97M-V with the def2-TZVPD basis set.

Its HOMO energy (alpha / beta) is -20.5 / -20.7 eV. Its spin multiplicity is 2. Its expectation value of S² is 0.768. For the LUMO energy (alpha / beta), the calculation gives -17.8 / -17.7 eV. Its net charge is +3.

```
27
Properties=species:S:1:pos:R:3:forces:R:3:lowdin_spin:R:1
Tl 0.261662 -1.769489 -2.758963 0.7 0.5 0.2 0.0083
O 2.893865 -2.086804 -3.594182 -1.5 0.5 -0.4 -0.0014
H 3.662794 -2.415942 -3.089258 0.2 -0.4 0.5 -0.0001
C 1.329548 2.540972 -0.090955 -0.5 1.3 -0.4 0.0447
O 2.191880 1.600851 0.627148 -1.1 0.6 -0.7 0.1789
C 2.259201 0.378395 0.187777 -2.7 -0.3 -4.0 0.0022
O 1.734730 -0.149509 -0.832960 2.0 1.4 3.4 -0.0106
O 2.976209 -0.278760 1.125975 1.0 -0.9 0.5 0.5029
C 3.412917 -1.572929 0.863892 -1.3 -0.5 -1.1 0.1305
H 0.395236 2.164395 -0.507304 0.2 -1.0 0.3 0.0095
H 1.795368 3.039462 -0.941028 0.9 -0.5 -0.3 0.0241
H 1.074724 3.414013 0.509846 0.5 -0.5 0.9 0.0053
H 3.033750 -1.950814 -0.085595 -0.4 0.2 0.1 0.0083
H 3.118781 -2.208370 1.699245 0.6 0.0 0.6 0.0366
H 4.486210 -1.573635 0.673757 1.0 0.2 0.8 0.0710
C -4.826816 -0.593562 -0.116852 0.0 0.1 0.3 -0.0059
O -3.616185 -0.257817 -0.902942 1.5 -0.2 0.5 -0.0176
C -2.401845 0.037729 -0.371519 -2.8 0.3 0.9 0.0006
O -1.365599 0.074931 -1.057960 -0.1 -0.7 0.1 0.0114
O -2.510389 0.379716 0.904812 1.2 -0.2 -0.3 0.0054
C -1.358295 0.728826 1.730915 1.3 0.4 0.0 0.0004
H -5.650487 0.021752 -0.478879 0.2 0.4 -0.5 -0.0025
H -4.778890 -0.422477 0.958572 0.7 0.0 -0.2 -0.0001
H -5.126813 -1.615899 -0.346926 0.4 -0.1 -0.2 -0.0023
H -1.037415 1.764351 1.617650 -0.9 0.3 -0.2 0.0003
H -0.438052 0.200708 1.481245 -0.4 -0.7 -0.4 -0.0001
H -1.516087 0.549908 2.794489 -0.8 -0.2 -0.3 0.0002
```
Forces are in eV/Å.

Please write out number 1 again, unchanged.
Below is a 2-piece molecular cluster, C6H13O2 overall at a distorted geometry, with properties calculated with ωB97M-V with the def2-TZVPD basis set.

Its HOMO energy (alpha / beta) is -7.2 / -11.1 eV. Its spin multiplicity is 4. Its expectation value of S² is 3.763. For the LUMO energy (alpha / beta), the calculation gives 1.2 / -0.8 eV.

```
21
Properties=species:S:1:pos:R:3:forces:R:3:lowdin_spin:R:1
O -1.073638 -0.422273 1.234148 -1.0 2.7 -0.8 1.0073
O -1.455631 0.699408 0.875204 0.9 -2.7 0.9 0.9968
C 1.693979 -1.889232 -4.105904 -0.1 0.1 -0.2 0.0094
C 0.415895 -2.229833 -3.348774 0.2 -0.3 0.3 0.0348
C 0.665736 -2.556123 -1.855550 -0.2 -0.4 -0.3 0.0763
C -0.654790 -2.964860 -1.177510 0.3 -0.4 -0.1 0.0367
C 1.289430 -1.443511 -1.144422 -0.7 1.0 -0.1 0.6131
C 2.616411 -1.511218 -0.566146 1.1 0.3 0.4 0.1185
H 1.465278 -1.705279 -5.159641 0.1 0.0 0.1 0.0003
H 2.165595 -0.986787 -3.703653 0.0 -0.1 0.0 0.0052
H 2.418760 -2.710563 -4.062486 -0.1 0.1 0.0 0.0005
H -0.291289 -1.393862 -3.406656 0.0 -0.1 0.0 0.0004
H -0.062052 -3.103238 -3.806734 0.0 0.1 0.0 0.0032
H 1.393555 -3.381852 -1.782591 -0.4 -0.1 -0.2 -0.0005
H -0.468411 -3.231465 -0.132542 -0.1 0.1 -0.1 0.0016
H -1.389697 -2.153455 -1.210531 0.1 -0.1 0.0 0.0005
H -1.069677 -3.844157 -1.682233 -0.1 0.1 0.1 0.0050
H 0.732969 -0.513940 -1.075263 0.0 0.0 0.0 0.0310
H 2.880433 -0.540478 -0.124024 0.1 -0.3 0.0 -0.0016
H 2.698699 -2.285515 0.218759 0.0 0.1 -0.2 0.0307
H 3.388703 -1.750730 -1.325305 -0.2 0.0 0.3 0.0307
```
Forces are in eV/Å.